[1]
{"formula": "C45H29AsF6N11OTa", "method": "wB97M-V/def2-TZVPD", "elements": ["Ta", "C", "C", "C", "C", "C", "N", "C", "N", "C", "C", "C", "C", "C", "C", "C", "C", "N", "C", "N", "C", "N", "C", "N", "C", "N", "C", "C", "C", "C", "C", "C", "C", "C", "C", "C", "C", "C", "N", "C", "C", "H", "H", "H", "H", "H", "H", "H", "H", "H", "H", "H", "H", "H", "H", "H", "H", "C", "C", "C", "C", "C", "N", "C", "O", "N", "C", "C", "C", "C", "N", "C", "C", "C", "H", "H", "H", "H", "H", "H", "H", "H", "H", "H", "H", "H", "H", "F", "As", "F", "F", "F", "F", "F"], "coordinates": [[0.32114, -1.42720, -0.89540], [2.34163, 1.13608, 4.84587], [3.34072, 0.16292, 4.75287], [3.31535, -0.80938, 3.76045], [2.25969, -0.74827, 2.86106], [1.91149, -1.60064, 1.75489], [0.77611, -1.13760, 1.11747], [0.31281, -0.04845, 1.90075], [-0.81217, 0.56910, 1.75687], [-1.67702, 0.29954, 0.79537], [-2.96481, 0.91123, 0.71106], [-3.60806, 1.83341, 1.53257], [-4.87625, 2.23618, 1.14539], [-5.48785, 1.73516, -0.01423], [-4.85673, 0.80790, -0.82716], [-3.57971, 0.40654, -0.44126], [-2.66693, -0.52363, -1.02213], [-2.93849, -1.20717, -2.12427], [-2.21449, -2.20631, -2.50523], [-1.04893, -2.67074, -1.84714], [-0.75722, -3.89177, -2.43815], [0.16616, -4.74482, -2.05085], [0.99698, -4.49478, -1.08763], [1.13775, -3.28935, -0.37282], [2.15600, -3.52425, 0.55250], [2.57639, -2.69895, 1.46812], [2.68456, -4.85907, 0.40441], [3.68570, -5.52452, 1.08755], [3.92920, -6.84252, 0.70176], [3.19569, -7.45418, -0.31391], [2.18255, -6.77815, -0.99405], [1.95050, -5.47028, -0.60894], [-1.64220, -4.15568, -3.53558], [-1.71114, -5.23136, -4.41082], [-2.71444, -5.18690, -5.37123], [-3.61705, -4.12181, -5.43318], [-3.55863, -3.05448, -4.53842], [-2.54474, -3.09238, -3.59891], [-1.48911, -0.58459, -0.27565], [1.26111, 0.22125, 2.95811], [1.27367, 1.18220, 3.95415], [2.39944, 1.86862, 5.64001], [4.14601, 0.16574, 5.47476], [4.07725, -1.57282, 3.69262], [-3.14504, 2.21232, 2.43202], [-5.41400, 2.95224, 1.75192], [-6.47930, 2.08144, -0.27333], [-5.33138, 0.41524, -1.71504], [4.25288, -5.05028, 1.87572], [4.70424, -7.40670, 1.20233], [3.41950, -8.47870, -0.57845], [1.61149, -7.25260, -1.77923], [-1.01909, -6.05923, -4.35003], [-2.80576, -5.99474, -6.08425], [-4.38537, -4.13207, -6.19449], [-4.26794, -2.24041, -4.58242], [0.50026, 1.93291, 4.03196], [0.11611, 4.93056, 5.04183], [-0.00970, 5.19899, 3.57276], [-0.83581, 4.43364, 2.75832], [-0.97218, 4.68717, 1.39896], [-0.25680, 5.73168, 0.82481], [-0.31653, 6.06211, -0.54940], [-0.97185, 5.39553, -1.55995], [-1.59835, 5.93186, -2.43413], [-0.84959, 3.98652, -1.58745], [0.14076, 3.16148, -1.11388], [1.34291, 3.59445, -0.54240], [2.23135, 2.65117, -0.07193], [1.93454, 1.30557, -0.16431], [0.79876, 0.86822, -0.73709], [-0.06228, 1.78462, -1.20446], [0.57413, 6.51808, 1.62896], [0.68772, 6.25590, 2.97794], [-0.53983, 4.11705, 5.35337], [-0.15652, 5.81118, 5.62389], [1.14271, 4.67132, 5.30910], [-1.41879, 3.63497, 3.20150], [-1.67227, 4.10346, 0.81446], [-0.29273, 7.05483, -0.73750], [-1.47844, 3.60749, -2.27992], [1.57714, 4.64687, -0.49003], [3.17047, 2.95639, 0.36759], [2.63295, 0.56893, 0.20077], [-0.95826, 1.41949, -1.69236], [1.12186, 7.34492, 1.19359], [1.32251, 6.89086, 3.58316], [0.38428, -0.53931, -2.81362], [2.17928, -0.95757, -3.41497], [2.31457, -1.07013, -1.47508], [2.52480, 0.67846, -3.25047], [3.74226, -1.51652, -3.55813], [1.66128, -0.93625, -4.99801], [1.51713, -2.54724, -3.07433]], "charge": 3, "lumo_energy_ev": [-10.28, -10.98], "multiplicity": 2}

=====

[2]
{"formula": "H2N2O3", "method": "wB97M-V/def2-TZVPD", "elements": ["N", "O", "N", "O", "O", "H", "H"], "coordinates": [[-1.15640, -0.05003, 0.29350], [-0.05219, 0.27747, -0.55534], [1.18795, -0.21278, -0.14913], [1.99006, 0.41445, -0.75505], [1.30316, -0.93835, 0.78084], [-1.95457, -0.48307, -0.24438], [-1.31801, 0.99232, 0.62956]], "smiles": "NO[N+](=O)[O-]", "charge": 0, "lumo_energy_ev": 0.55, "multiplicity": 1}

=====

[3]
{"formula": "C44H32KNO4S2", "method": "wB97M-V/def2-TZVPD", "elements": ["K", "O", "C", "O", "C", "C", "C", "C", "C", "C", "C", "C", "C", "N", "H", "H", "H", "H", "H", "H", "C", "C", "C", "C", "C", "C", "C", "S", "O", "C", "C", "C", "C", "C", "C", "C", "C", "C", "C", "C", "C", "C", "C", "C", "C", "C", "C", "C", "C", "S", "O", "C", "C", "C", "C", "C", "C", "C", "H", "H", "H", "H", "H", "H", "H", "H", "H", "H", "H", "H", "H", "H", "H", "H", "H", "H", "H", "H", "H", "H", "H", "H", "H", "H"], "coordinates": [[2.39628, -0.54112, -1.13855], [1.51237, -3.82490, -3.03852], [2.24342, -3.31402, -2.18232], [1.97541, -2.98029, -1.00093], [3.70212, -3.05232, -2.66680], [4.17827, -3.89463, -3.71176], [5.44122, -3.73742, -4.18567], [6.25720, -2.71335, -3.64122], [7.57771, -2.46089, -4.07266], [8.31498, -1.45358, -3.51360], [7.76039, -0.65653, -2.49383], [6.48269, -0.88077, -2.05823], [5.69869, -1.91409, -2.62210], [4.43374, -2.09938, -2.14376], [3.49144, -4.63418, -4.09648], [5.82964, -4.37445, -4.97241], [7.99400, -3.08320, -4.85705], [9.32703, -1.26722, -3.84982], [8.35039, 0.13596, -2.05002], [6.04911, -0.28285, -1.26641], [-0.25857, 0.09777, 7.52076], [0.04445, -0.29385, 6.10384], [-0.46309, -1.48100, 5.57341], [-0.21416, -1.84106, 4.25992], [0.53753, -0.99327, 3.46057], [1.06169, 0.18456, 3.96112], [0.81434, 0.52292, 5.28299], [0.96780, -1.46311, 1.79672], [1.63136, -0.26662, 1.19696], [-0.63932, -1.69488, 1.03072], [-0.91240, -3.06567, 0.82140], [-2.12411, -3.45181, 0.32680], [-3.12214, -2.49392, 0.04971], [-4.41459, -2.87633, -0.38924], [-5.38424, -1.94156, -0.60437], [-5.11240, -0.57407, -0.38544], [-3.86904, -0.17071, 0.00886], [-2.83229, -1.11718, 0.21798], [-1.53698, -0.71731, 0.65795], [-1.21409, 0.73414, 0.75915], [-1.46023, 1.39523, 2.01038], [-2.13058, 0.75104, 3.07657], [-2.36992, 1.40972, 4.24949], [-1.93698, 2.73751, 4.42464], [-1.29801, 3.38971, 3.40761], [-1.06480, 2.74231, 2.17161], [-0.46956, 3.42951, 1.08034], [-0.34030, 2.82177, -0.12628], [-0.73815, 1.47377, -0.29136], [-0.56314, 0.73972, -1.92755], [0.84878, 0.97480, -2.35440], [-1.53192, 1.92465, -2.84434], [-0.90329, 2.94378, -3.53364], [-1.67512, 3.83788, -4.26208], [-3.05915, 3.71777, -4.31728], [-3.88676, 4.67837, -5.12339], [-3.66434, 2.66327, -3.63268], [-2.90955, 1.76053, -2.90535], [-0.19823, -0.75918, 8.19299], [-1.26947, 0.50549, 7.60630], [0.43375, 0.85832, 7.88135], [-1.05540, -2.13631, 6.20207], [-0.61038, -2.77219, 3.86959], [1.65029, 0.82404, 3.31526], [1.22158, 1.44602, 5.67985], [-0.12238, -3.78360, 1.00432], [-2.33018, -4.49810, 0.13808], [-4.61654, -3.93028, -0.53967], [-6.37064, -2.24622, -0.93013], [-5.89914, 0.15591, -0.52973], [-3.66819, 0.87800, 0.18831], [-2.46054, -0.27350, 2.95741], [-2.88737, 0.90273, 5.05423], [-2.12238, 3.24435, 5.36358], [-0.97741, 4.41847, 3.52304], [-0.15971, 4.45813, 1.22171], [0.07283, 3.34781, -0.97854], [0.17718, 3.01778, -3.50486], [-1.19315, 4.64160, -4.80672], [-3.28867, 5.52466, -5.45940], [-4.72308, 5.06585, -4.53963], [-4.30393, 4.19207, -6.00738], [-4.74022, 2.53733, -3.68393], [-3.38149, 0.92167, -2.40801]], "charge": 0, "lumo_energy_ev": -0.15, "multiplicity": 1}

=====

[4]
{"formula": "C4H7NO3", "method": "wB97M-V/def2-TZVPD", "elements": ["N", "C", "O", "C", "O", "C", "C", "O", "H", "H", "H", "H", "H", "H", "H"], "coordinates": [[2.23381, -0.45595, -0.11828], [0.89321, -0.73943, -0.06678], [0.37412, -1.83421, 0.05545], [-0.01462, 0.44292, -0.08803], [0.53432, 1.59347, -0.63663], [-1.08331, 0.42778, 0.98608], [-1.56491, 0.11842, -0.41598], [-1.84375, -1.14431, -0.69480], [2.83799, -1.18785, -0.08158], [2.58358, 0.33584, -0.53659], [0.49986, 2.20564, 0.06289], [-1.27322, 1.38461, 1.40558], [-1.15404, -0.40860, 1.62146], [-2.00122, 0.89805, -0.99584], [-1.02182, -1.63639, -0.49695]], "smiles": "NC(=O)[C@]1(O)C[C@@H]1O", "charge": 0, "lumo_energy_ev": 0.66, "multiplicity": 1}

=====

The records above give, respectively, relative energy (zero: lowest compared OMol25 entry of this formula, charge and spin) values of 0.000 1.192 0.458 2.396 eV.